No. 1
The following is a DFT calculation (the ωB97M-V functional and the def2-TZVPD basis) of 6 unconnected molecules or ions with the total composition C24H52O15.

Element x y z (Å)
C 2.967434 -2.328424 -1.910092
C 3.231580 -1.270598 -2.955013
O 3.669280 -0.095004 -2.284988
C 4.110603 0.930114 -3.156290
C 3.814039 2.314580 -2.570207
C 2.560133 2.364436 -1.702623
C 1.317026 2.785177 -2.487774
C -0.000369 2.421780 -1.786225
C -0.113185 0.949526 -1.604987
C -0.512910 -0.017492 -2.448436
C -1.054460 0.031304 -3.840538
C -2.522629 0.497066 -3.925011
C -3.473059 -0.310354 -3.056048
O -3.292088 -0.023867 -1.677171
C -0.380287 -1.317197 -1.748347
O -0.773224 -2.409533 -2.047511
O 0.264143 -1.079722 -0.522390
C 0.238186 0.266606 -0.323452
O 0.409840 0.757662 0.771174
H 2.573197 -3.235212 -2.363141
H 3.872484 -2.540459 -1.344938
H 2.238615 -1.926963 -1.204336
H 4.006332 -1.587653 -3.660670
H 2.314647 -1.046028 -3.513866
H 5.194560 0.832982 -3.287656
H 3.656543 0.819439 -4.145354
H 3.686638 2.994643 -3.416649
H 4.680354 2.645467 -2.004310
H 2.410999 1.414151 -1.193493
H 2.720694 3.102871 -0.912803
H 1.353235 3.866479 -2.622740
H 1.331258 2.324475 -3.479038
H -0.832543 2.785415 -2.390710
H -0.048079 2.914610 -0.814653
H -1.004136 -0.978645 -4.246359
H -0.437296 0.673010 -4.469757
H -2.638263 1.554379 -3.676560
H -2.838118 0.394337 -4.965610
H -3.348677 -1.382218 -3.216551
H -4.504159 -0.069112 -3.334472
H -2.849891 0.822454 -1.574958
C 0.528153 -2.597783 3.371339
C 0.452238 -1.274656 4.102922
O 1.183758 -0.278794 3.394347
O 1.874858 -3.009650 3.200821
H 0.011022 -3.377992 3.932056
H 0.049479 -2.497808 2.386656
H 0.921456 -1.359923 5.082527
H -0.591555 -0.970272 4.237986
H 0.713147 -0.099847 2.569811
H 2.373149 -2.207429 3.000655
C 1.020882 -4.370238 0.391407
C -0.317414 -4.899780 0.853320
O -0.157755 -6.174943 1.480716
O 1.638131 -5.280005 -0.510915
H 0.896774 -3.421231 -0.128849
H 1.679455 -4.212317 1.255677
H -0.969126 -5.065881 -0.003162
H -0.801780 -4.194693 1.535100
H 0.292331 -6.037667 2.320158
H 1.449120 -6.163313 -0.172773
C 7.099384 1.461927 1.742150
C 5.903043 1.815142 0.887505
O 6.299021 1.998624 -0.475953
O 8.097267 2.466524 1.660788
H 6.806777 1.370888 2.788052
H 7.517432 0.500413 1.413334
H 5.486214 2.769504 1.206719
H 5.127425 1.046728 0.960484
H 6.528704 1.134142 -0.833053
H 8.117076 2.756178 0.741210
C -3.639495 1.175472 2.715824
C -3.483220 1.383839 1.227115
O -2.500688 2.394888 0.957779
O -4.006015 2.383858 3.365858
H -4.420109 0.442048 2.918426
H -2.693940 0.808858 3.141584
H -4.416872 1.754043 0.808684
H -3.216661 0.448840 0.725590
H -1.624902 2.052300 1.173572
H -3.504063 3.083825 2.930946
C -7.429314 2.180940 2.382060
C -8.519619 1.509622 3.185868
O -7.985545 0.395256 3.903959
O -6.826280 1.258348 1.486523
H -7.833160 3.002010 1.789165
H -6.662401 2.581571 3.058387
H -9.278748 1.099257 2.521312
H -8.994134 2.219794 3.869812
H -7.417019 0.736060 4.601876
H -6.774928 0.418840 1.959182

Atomic forces in eV per Å
C -0.100 0.399 0.032
C 0.323 0.084 0.237
O -0.081 -0.065 -0.064
C 0.096 0.006 0.102
C -0.007 -0.153 -0.083
C -0.056 0.492 0.162
C 0.093 -0.198 0.185
C 0.035 0.096 -0.156
C -0.035 -0.526 -0.063
C 0.252 0.426 -0.006
C -0.291 0.098 0.086
C 0.008 -0.386 -0.204
C -0.216 0.474 -0.168
O 0.077 -0.504 0.240
C -0.443 -1.040 0.068
O 0.649 1.123 0.174
O -0.665 -0.102 0.150
C 0.107 0.650 0.696
O -0.115 -0.390 -0.967
H 0.025 -0.114 0.096
H 0.070 -0.168 -0.076
H 0.100 -0.230 -0.037
H -0.064 -0.090 -0.112
H -0.016 0.018 -0.162
H 0.005 -0.024 -0.181
H -0.183 -0.095 -0.002
H 0.132 0.143 0.047
H -0.054 0.014 0.063
H 0.085 -0.055 -0.104
H -0.054 -0.027 0.064
H -0.082 0.030 -0.186
H -0.027 -0.019 -0.063
H -0.088 0.012 0.065
H -0.050 -0.021 0.036
H 0.055 -0.038 -0.053
H 0.085 0.045 0.061
H 0.129 0.083 0.067
H 0.006 0.041 -0.017
H 0.171 -0.039 0.154
H 0.008 0.029 -0.020
H -0.141 0.196 -0.044
C 0.138 0.080 -0.085
C 0.038 0.145 -0.088
O -0.092 -0.225 0.148
O -0.053 0.034 0.246
H -0.023 -0.023 0.004
H -0.055 0.067 0.097
H -0.011 -0.015 0.028
H -0.016 -0.056 0.037
H 0.154 0.173 -0.155
H 0.042 0.040 -0.041
C 0.249 -0.156 0.070
C 0.021 -0.034 0.040
O -0.061 0.001 -0.056
O -0.092 0.028 -0.161
H -0.032 -0.072 0.025
H -0.162 0.060 -0.078
H -0.025 -0.007 -0.019
H -0.037 -0.034 -0.108
H 0.059 -0.005 0.027
H 0.044 -0.026 0.021
C 0.175 0.097 -0.115
C -0.053 -0.086 -0.097
O 0.110 0.004 0.148
O -0.115 0.000 0.073
H -0.005 -0.018 0.015
H -0.081 -0.056 0.048
H -0.014 0.015 0.003
H -0.007 0.015 0.052
H -0.023 -0.024 -0.037
H 0.044 -0.005 -0.042
C 0.150 0.215 0.086
C 0.157 -0.013 -0.047
O -0.006 0.018 -0.093
O -0.092 -0.062 -0.055
H 0.006 -0.025 -0.011
H -0.032 -0.105 -0.036
H -0.027 -0.044 -0.008
H -0.092 -0.044 0.077
H 0.025 -0.067 0.069
H 0.029 0.037 0.028
C 0.197 -0.075 0.060
C 0.048 -0.012 0.098
O -0.046 0.008 -0.083
O -0.099 0.023 -0.095
H -0.021 0.002 -0.012
H -0.053 0.072 -0.002
H -0.023 -0.014 0.002
H -0.015 0.031 -0.045
H 0.033 -0.005 0.032
H 0.001 -0.033 0.020

SMILES: CCOCCCCCC1=C(CCCO)C(=O)OC1=O.OCCO.OCCO.OCCO.OCCO.OCCO
Energy (eV): -56441.759
Gap between HOMO and LUMO (eV): 8.476
Spin multiplicity: 1
ΔE to the lowest compared entry with this formula, charge and spin (kcal/mol): 0.0
M (g mol⁻¹): 580.7
E_LUMO (eV): -1.193

***

No. 2
The following is a DFT calculation (the ωB97M-V functional and the def2-TZVPD basis) of a molecular structure, C32H37N9O4SV.

Element x y z (Å)
V -1.149152 0.371732 -0.114348
C -1.216179 -0.566312 -3.158058
C -0.146396 0.516566 -2.969200
N -0.487270 1.459057 -1.901613
C -1.266864 2.628914 -2.316301
C -2.595118 2.319453 -3.000545
N -3.542212 1.566662 -2.200844
C -4.034432 0.304551 -2.709665
C -3.398188 -0.953905 -2.096677
N -1.945902 -0.845294 -1.911587
H -1.936231 -0.247946 -3.909317
H -0.746029 -1.472992 -3.552954
H 0.801556 0.066297 -2.679739
H 0.032115 1.031450 -3.923822
H 0.415495 1.796464 -1.526867
H -1.450270 3.223504 -1.417548
H -0.675833 3.248707 -3.005716
H -3.017437 3.295430 -3.283023
H -2.405724 1.803291 -3.948932
H -3.241358 1.468342 -1.231971
H -5.111982 0.215471 -2.525808
H -3.920100 0.306216 -3.798315
H -3.831974 -1.117049 -1.112426
H -3.662956 -1.812904 -2.731771
H -1.598396 -1.693054 -1.470601
O 0.205952 1.411319 0.786479
C 1.268288 1.353412 1.563664
C 1.086702 1.434491 2.956365
C 2.145738 1.347431 3.837522
C 3.442075 1.190240 3.356052
C 3.642466 1.133172 1.988263
C 2.584738 1.206886 1.076757
C 2.920217 1.140596 -0.356248
N 2.344193 1.794519 -1.355609
C 3.104450 1.503829 -2.467684
C 4.126384 0.661297 -2.134404
N 3.996863 0.447865 -0.796568
H 0.066366 1.536018 3.307943
H 1.960944 1.396342 4.905488
H 4.287315 1.115916 4.027865
H 4.654981 1.041451 1.611150
H 2.867903 1.918906 -3.435706
H 4.933249 0.207511 -2.682178
H 4.541592 -0.250608 -0.281717
O 8.395353 -2.465659 -0.253836
S 7.380670 -1.432110 -0.154087
O 6.619775 -1.220756 -1.382119
O 7.823656 -0.193199 0.472829
C 6.151579 -2.052255 1.044756
N 6.611825 -2.443152 2.232594
C 5.656369 -2.746811 3.120368
C 4.312243 -2.686815 2.858099
C 3.917485 -2.306398 1.557520
N 4.890540 -1.974274 0.660926
C 2.563397 -2.218936 1.121299
C 2.234946 -2.180806 -0.269383
C 0.979719 -1.839561 -0.666967
N -0.044086 -1.490633 0.181809
C 0.242431 -1.677500 1.509163
C 1.455144 -2.054147 1.998695
H 6.006316 -3.059918 4.101608
H 3.586250 -2.949084 3.615841
H 2.999518 -2.388567 -1.005678
H 0.751280 -1.801184 -1.728442
H -0.568826 -1.439277 2.188358
H 1.583674 -2.108139 3.072504
C -3.728074 -2.042113 1.464966
C -4.633471 -0.853488 1.321803
C -5.990314 -0.958091 1.581237
C -6.828315 0.151348 1.544251
C -6.262985 1.393036 1.277254
C -4.912191 1.544998 1.004645
C -4.324864 2.916143 0.809567
C -4.056367 0.403342 0.964529
N -2.748901 0.503021 0.656966
H -4.287859 -2.921828 1.790248
H -2.944596 -1.831340 2.197395
H -3.198370 -2.288739 0.540835
H -6.398051 -1.932863 1.836233
H -7.887561 0.055760 1.750883
H -6.889375 2.281242 1.296403
H -4.971726 3.675644 1.255618
H -4.200044 3.162939 -0.247801
H -3.335775 2.966923 1.269332

Atomic forces in eV per Å
V -0.134 -0.213 0.339
C 0.012 -0.045 -0.030
C 0.006 0.065 0.012
N 0.065 -0.041 -0.082
C -0.015 -0.018 0.008
C 0.023 0.025 -0.003
N -0.021 0.006 0.003
C 0.004 -0.002 0.016
C -0.026 0.026 0.046
N -0.027 0.010 -0.018
H 0.004 -0.017 -0.002
H 0.009 0.006 0.009
H 0.011 -0.002 -0.010
H -0.026 -0.004 -0.004
H 0.006 0.033 0.036
H 0.003 -0.004 0.000
H -0.006 0.010 0.000
H -0.001 -0.012 -0.004
H 0.006 -0.005 0.008
H 0.007 -0.004 0.009
H 0.004 -0.003 -0.001
H -0.003 -0.001 -0.001
H -0.004 -0.007 -0.020
H 0.004 0.001 -0.011
H -0.037 0.012 -0.024
O 0.265 0.090 -0.289
C -0.291 -0.113 0.142
C -0.010 -0.018 0.012
C 0.030 -0.003 -0.031
C -0.019 -0.007 0.012
C -0.008 0.002 0.006
C 0.094 0.038 -0.030
C -0.106 0.040 0.067
N 0.061 0.037 0.015
C -0.034 -0.084 -0.005
C -0.011 0.070 -0.095
N 0.093 0.001 0.043
H 0.002 0.004 0.002
H 0.002 0.003 0.000
H -0.007 -0.002 0.011
H -0.001 -0.036 -0.020
H 0.002 -0.002 0.009
H 0.004 -0.029 -0.008
H -0.050 -0.062 -0.079
O 0.006 -0.052 0.020
S -0.065 0.119 -0.050
O 0.005 -0.006 0.052
O 0.022 -0.023 0.004
C -0.012 0.058 -0.039
N 0.029 0.014 -0.085
C 0.026 -0.038 0.065
C -0.087 0.005 0.016
C 0.036 -0.035 -0.021
N -0.036 -0.080 0.127
C 0.087 0.015 -0.149
C -0.084 0.100 0.021
C 0.081 0.039 0.063
N 0.185 0.031 -0.121
C -0.101 0.012 0.044
C -0.002 -0.024 0.064
H -0.010 0.006 0.003
H 0.010 0.006 0.000
H 0.017 0.014 -0.006
H 0.007 -0.029 0.034
H -0.009 -0.010 0.015
H -0.016 0.015 -0.007
C 0.005 -0.016 0.001
C 0.012 0.002 -0.025
C -0.022 0.011 0.015
C 0.012 -0.015 -0.001
C 0.007 0.010 0.002
C 0.016 0.005 0.021
C -0.006 -0.012 0.002
C 0.018 -0.147 0.045
N -0.039 0.288 -0.129
H -0.001 -0.002 -0.006
H 0.017 -0.009 0.003
H 0.007 0.005 0.009
H 0.000 0.000 -0.002
H 0.000 -0.002 0.000
H 0.002 0.000 -0.002
H -0.002 -0.002 -0.006
H 0.008 -0.002 -0.016
H 0.001 0.003 -0.003

Energy (eV): -91912.269
Charge: -2
Gap between HOMO and LUMO (spin up / spin down) (eV): 4.501 / 6.428
Spin multiplicity: 4
ΔE to the lowest compared entry with this formula, charge and spin (kcal/mol): 0.0
M (g mol⁻¹): 694.7
E_LUMO (spin up / spin down) (eV): 4.036 / 4.032